Entry 1:
This record from OMol25 describes a structure of composition C14H11N4O8RhSe. The level of theory is the ωB97M-V functional and the def2-TZVPD basis.

Results
max |F|	0.0323	hartree/bohr
expectation value of S²	6.04
E_tot	-105383.1841	eV
energy relative to the best compared isomer or geometry (same formula, charge and spin)	99.9	kJ/mol
orbital gap (spin up / spin down)	6.57 / 6.54	eV

Geometry as ORCA input:
```
! RIJCOSX wB97M-V def2-TZVPD def2/J DEFGRID3
* xyz 0 5
Rh -0.41 0.28 -0.36
N 1.97 0.03 -0.21
C 2.27 -0.06 1.23
C 1.09 -0.44 2.08
O 1.21 -0.56 3.27
O -0.06 -0.64 1.44
H 2.24 -0.82 -0.71
H 2.44 0.80 -0.65
H 2.63 0.91 1.57
H 3.06 -0.79 1.42
Se -2.66 -0.15 0.62
C -4.09 0.89 -0.04
C -5.39 0.41 0.08
C -6.42 1.18 -0.42
N -6.24 2.37 -1.00
C -4.99 2.83 -1.09
C -3.89 2.13 -0.63
H -5.59 -0.55 0.56
H -7.44 0.82 -0.36
H -4.87 3.80 -1.54
H -2.90 2.56 -0.70
O -0.28 4.48 -0.77
C -0.32 3.27 -0.87
O -0.02 2.38 0.03
C -0.85 2.65 -2.15
C -0.55 1.31 -2.37
C -1.24 0.63 -3.36
C -2.13 1.22 -4.21
C -2.33 2.58 -4.01
C -1.74 3.30 -3.00
N -3.30 3.27 -4.91
O -3.54 4.43 -4.68
O -3.74 2.62 -5.84
N -1.04 -0.83 -3.38
O -1.29 -1.45 -4.38
O -0.67 -1.34 -2.32
H 0.46 0.98 -2.11
H -2.66 0.67 -4.97
H -1.97 4.35 -2.83
*
```


Entry 2:
This record from OMol25 describes a structure of composition C14H11N5ReS3. The level of theory is the ωB97M-V functional and the def2-TZVPD basis.

Results
max |F|	0.0089	hartree/bohr
expectation value of S²	0.76
E_tot	-56764.8075	eV
energy relative to the best compared isomer or geometry (same formula, charge and spin)	0.0	kJ/mol
orbital gap (spin up / spin down)	6.97 / 6.83	eV

Geometry as ORCA input:
```
! RIJCOSX wB97M-V def2-TZVPD def2/J DEFGRID3
* xyz 2 2
Re -0.52 0.08 0.40
S -0.95 -0.85 2.34
C -1.85 0.62 2.83
S -1.63 1.70 1.46
C -2.50 0.84 3.98
C -2.54 -0.18 4.99
N -2.54 -1.01 5.79
C -3.16 2.09 4.21
N -3.64 3.11 4.38
C 4.48 1.76 -0.10
N 3.18 2.41 0.12
C 3.17 3.85 0.44
C 2.10 1.75 0.07
N 1.09 1.14 0.02
H 5.05 1.76 0.83
H 5.03 2.32 -0.85
H 4.34 0.74 -0.44
H 3.72 4.01 1.37
H 2.15 4.20 0.56
H 3.65 4.39 -0.37
S -3.69 -1.47 -2.45
C -2.97 -0.44 -1.33
N -1.70 -0.71 -1.05
C -1.24 -1.83 -1.75
C 0.03 -2.39 -1.67
C 0.30 -3.51 -2.43
C -0.67 -4.06 -3.26
C -1.94 -3.51 -3.36
C -2.21 -2.39 -2.58
H -3.51 0.38 -0.88
H 0.80 -1.95 -1.03
H 1.28 -3.97 -2.38
H -0.43 -4.93 -3.85
H -2.69 -3.94 -4.01
*
```


Entry 3:
This record from OMol25 describes a cluster of 2 separate species, C14H11O5 in total. The level of theory is the ωB97M-V functional and the def2-TZVPD basis.

Results
max |F|	0.0402	hartree/bohr
E_tot	-24934.1999	eV
orbital gap	6.52	eV

Geometry as ORCA input:
```
! RIJCOSX wB97M-V def2-TZVPD def2/J DEFGRID3
* xyz -1 1
C -1.08 1.40 3.08
C -0.39 1.74 1.98
C 0.39 2.97 2.32
O 0.99 3.72 1.60
O 0.20 3.21 3.67
C -0.72 2.27 4.20
O -1.07 2.31 5.36
H -1.84 0.65 3.22
H -0.66 1.64 0.96
C -0.66 -1.81 2.37
C -1.00 -0.86 1.22
C 0.13 -0.23 0.57
C -0.06 0.35 -0.77
C 0.46 -0.37 -2.01
C 0.18 -1.72 -2.30
C 0.50 -2.26 -3.56
C 1.12 -1.48 -4.54
C 1.42 -0.14 -4.25
C 1.07 0.40 -3.01
O -0.64 1.42 -0.99
O -2.18 -0.66 0.91
H -0.62 -2.84 1.99
H 0.32 -1.57 2.82
H -1.43 -1.77 3.14
H 1.07 -0.76 0.70
H -0.30 -2.34 -1.55
H 0.25 -3.30 -3.79
H 1.37 -1.90 -5.52
H 1.92 0.48 -5.00
H 1.27 1.46 -2.82
*
```


Entry 4:
This record from OMol25 describes a structure of composition C14H12I2N3O2RuTe. The level of theory is the ωB97M-V functional and the def2-TZVPD basis.

Results
max |F|	0.0134	hartree/bohr
expectation value of S²	0.76
E_tot	-49353.1898	eV
energy relative to the best compared isomer or geometry (same formula, charge and spin)	91.3	kJ/mol
orbital gap (spin up / spin down)	5.26 / 5.30	eV

Geometry as ORCA input:
```
! RIJCOSX wB97M-V def2-TZVPD def2/J DEFGRID3
* xyz 0 2
Ru 0.40 1.20 0.71
O -0.30 -2.99 -2.61
C 0.55 -3.47 -1.69
C 0.96 -4.80 -1.83
C 1.83 -5.36 -0.93
C 2.32 -4.63 0.15
C 1.91 -3.32 0.30
C 1.03 -2.72 -0.60
C 0.64 -1.32 -0.36
O 1.11 -0.72 0.67
N -0.17 -0.75 -1.25
N -0.46 0.52 -0.87
C -1.31 1.26 -1.51
C -1.55 2.56 -0.91
C -2.47 3.47 -1.41
C -2.66 4.67 -0.75
C -1.93 4.93 0.40
C -1.04 3.98 0.85
N -0.84 2.83 0.22
H -0.49 -2.05 -2.38
H 0.57 -5.35 -2.67
H 2.14 -6.39 -1.06
H 3.00 -5.08 0.86
H 2.27 -2.73 1.13
H -1.82 0.92 -2.40
H -3.03 3.23 -2.31
H -3.37 5.39 -1.13
H -2.05 5.85 0.95
H -0.45 4.13 1.75
I -1.74 0.47 2.17
C 1.11 0.85 4.48
I 1.79 2.00 2.96
H 1.83 0.54 5.23
H 0.08 0.55 4.46
Te 2.17 2.33 -0.60
*
```


Entry 5:
This record from OMol25 describes an isolated molecule of C14H12N6S. The level of theory is the ωB97M-V functional and the def2-TZVPD basis.

Results
max |F|	0.0283	hartree/bohr
structure (SMILES)	CC1=Nn2c(nnc2-c2cc(-c3ccccc3)n[nH]2)SC1
E_tot	-34487.3716	eV
orbital gap	8.29	eV

Geometry as ORCA input:
```
! RIJCOSX wB97M-V def2-TZVPD def2/J DEFGRID3
* xyz 0 1
C -0.54 -0.89 -4.07
C -1.68 -0.78 -3.12
N -1.45 -0.90 -1.88
N -2.48 -0.90 -1.02
C -3.79 -1.27 -1.27
N -4.46 -1.33 -0.15
N -3.64 -0.98 0.84
C -2.45 -0.73 0.35
C -1.31 -0.31 1.10
C -0.01 0.00 0.72
C 0.64 0.33 1.93
N -0.21 0.23 2.95
N -1.36 -0.15 2.44
H -2.18 -0.31 3.02
C 2.02 0.74 2.13
C 2.91 0.86 1.06
C 4.22 1.24 1.28
C 4.66 1.53 2.56
C 3.78 1.42 3.63
C 2.48 1.03 3.42
H 1.78 0.94 4.24
H 4.12 1.63 4.63
H 5.68 1.83 2.73
H 4.90 1.33 0.44
H 2.58 0.64 0.06
H 0.39 -0.03 -0.27
S -4.29 -1.64 -2.88
C -3.05 -0.53 -3.68
H -3.10 -0.73 -4.75
H -3.37 0.50 -3.49
H 0.39 -1.01 -3.52
H -0.49 0.00 -4.70
H -0.69 -1.75 -4.72
*
```


Entry 6:
This record from OMol25 describes a structure of composition C14H13AsO3S5Ti. The level of theory is the ωB97M-V functional and the def2-TZVPD basis.

Results
max |F|	0.0722	hartree/bohr
E_tot	-159002.0775	eV
energy relative to the best compared isomer or geometry (same formula, charge and spin)	62.9	kJ/mol
orbital gap	7.17	eV

Geometry as ORCA input:
```
! RIJCOSX wB97M-V def2-TZVPD def2/J DEFGRID3
* xyz 0 1
Ti 1.47 1.75 0.92
S 2.17 4.30 4.69
As 1.80 3.12 3.03
S 2.59 1.03 2.89
S 2.52 3.80 0.97
S -0.27 2.58 2.53
C 4.87 0.10 -0.92
O 3.88 0.58 0.01
C 2.59 0.56 -0.31
O 2.16 0.14 -1.39
H 5.57 0.92 -1.09
H 4.40 -0.22 -1.85
H 5.39 -0.73 -0.44
O 0.17 1.70 -0.38
S -0.26 0.62 -1.35
C -2.06 0.63 -1.12
C -2.58 0.89 0.14
C -3.94 0.78 0.35
C -4.78 0.43 -0.70
C -4.26 0.21 -1.97
C -2.89 0.31 -2.18
C -0.13 -0.94 -0.44
C -0.34 -2.08 -1.21
C -0.15 -3.32 -0.64
C 0.28 -3.42 0.68
C 0.45 -2.28 1.44
C 0.23 -1.02 0.89
H -1.93 1.18 0.95
H -4.34 0.98 1.33
H -5.84 0.34 -0.54
H -4.91 -0.03 -2.79
H -2.48 0.15 -3.17
H -0.66 -1.98 -2.23
H -0.31 -4.21 -1.23
H 0.46 -4.39 1.12
H 0.78 -2.35 2.47
H 0.31 -0.14 1.54
*
```


Entry 7:
This record from OMol25 describes an isolated molecule of C14H13B. The level of theory is the ωB97M-V functional and the def2-TZVPD basis.

Results
max |F|	0.0783	hartree/bohr
structure (SMILES)	C=CB(c1ccccc1)c1ccccc1
E_tot	-15403.2630	eV
energy relative to the best compared isomer or geometry (same formula, charge and spin)	0.0	kJ/mol
orbital gap	8.97	eV

Geometry as ORCA input:
```
! RIJCOSX wB97M-V def2-TZVPD def2/J DEFGRID3
* xyz 0 1
B 0.77 0.47 0.47
C -2.45 2.99 -1.16
C 0.02 -3.80 -0.32
C -2.61 1.67 -0.77
C -1.12 3.50 -1.05
C -0.04 -2.90 -1.40
C 0.47 -3.38 0.89
C -1.58 0.79 -0.36
C -0.17 2.80 -0.35
C 0.16 -1.57 -1.16
C 0.71 -2.04 1.15
C -0.37 1.41 -0.05
C 0.63 -1.14 0.10
C 2.85 0.29 2.00
C 1.84 1.03 1.48
H -3.24 3.53 -1.78
H -0.04 -4.98 -0.45
H -3.64 1.23 -1.00
H -1.05 4.57 -1.37
H -0.37 -3.07 -2.46
H 0.61 -4.04 1.73
H -1.81 -0.25 -0.08
H 0.84 3.11 -0.42
H 0.18 -0.76 -1.92
H 1.09 -1.58 2.01
H 3.55 0.76 2.68
H 2.93 -0.72 1.87
H 1.84 2.06 1.72
*
```


Entry 8:
This record from OMol25 describes a structure of composition C14H13Cl3FNO3. The level of theory is the ωB97M-V functional and the def2-TZVPD basis.

Results
max |F|	0.3156	hartree/bohr
E_tot	-62634.9951	eV
orbital gap	8.94	eV

Geometry as ORCA input:
```
! RIJCOSX wB97M-V def2-TZVPD def2/J DEFGRID3
* xyz 0 1
O -1.21 -1.71 0.29
C -0.94 -0.84 -0.62
N -1.86 0.23 -0.93
C -3.23 0.30 -0.38
C -4.00 1.25 -0.97
C -5.34 1.56 -0.26
C -5.94 0.70 0.81
C -5.13 -0.23 0.97
C -3.89 -0.48 0.51
H -3.24 -1.40 0.95
H -5.59 -0.71 1.86
H -6.94 1.13 0.92
F -5.96 2.53 -0.87
H -3.60 2.19 -1.52
H -1.75 0.82 -1.71
C 0.10 -0.70 -1.32
H -0.07 -0.92 -2.45
H 0.54 0.28 -1.20
C 1.33 -1.60 -1.16
C 1.73 -1.52 0.44
C 2.47 -0.29 0.47
O 2.22 0.87 0.18
O 3.46 -0.36 1.56
C 4.18 0.71 2.02
C 5.02 1.40 0.44
C 5.72 0.54 -0.27
Cl 6.50 1.05 -1.57
Cl 5.67 -1.04 -0.30
Cl 5.04 2.91 0.75
H 3.63 1.41 2.31
H 4.94 0.42 2.58
H 2.39 -2.42 0.45
H 0.95 -1.55 1.04
H 2.03 -1.75 -1.83
H 0.76 -2.77 -1.19
*
```


Entry 9:
This record from OMol25 describes a structure of composition C14H13Cl4MnNO3SSi. The level of theory is the ωB97M-V functional and the def2-TZVPD basis.

Results
max |F|	0.0090	hartree/bohr
expectation value of S²	6.03
E_tot	-122491.6382	eV
orbital gap (spin up / spin down)	7.44 / 7.65	eV

Geometry as ORCA input:
```
! RIJCOSX wB97M-V def2-TZVPD def2/J DEFGRID3
* xyz -1 5
Mn -0.67 -0.01 0.37
S -1.23 2.03 -1.19
C 0.37 2.32 -0.64
C 1.18 3.42 -1.03
C 2.46 3.51 -0.56
C 2.97 2.53 0.30
C 2.14 1.49 0.65
N 0.89 1.40 0.19
H 0.76 4.16 -1.69
H 3.08 4.35 -0.85
H 3.98 2.58 0.69
H 2.47 0.70 1.31
Cl -4.21 -2.78 5.35
C -3.32 -1.66 4.37
C -3.12 -0.36 4.78
Cl -3.75 0.18 6.30
C -2.40 0.54 3.98
Cl -2.12 2.17 4.46
C -1.89 0.11 2.76
O -1.20 0.87 1.92
C -2.08 -1.22 2.34
O -1.54 -1.52 1.17
C -2.79 -2.09 3.14
Cl -3.01 -3.72 2.57
C 1.81 0.15 -2.96
Si 0.71 -1.26 -2.43
C 1.74 -2.82 -2.36
C -0.62 -1.48 -3.73
O 0.04 -0.99 -0.98
H 2.34 -0.09 -3.89
H 2.57 0.38 -2.20
H 1.22 1.05 -3.12
H 2.20 -3.00 -3.34
H 1.14 -3.69 -2.10
H 2.54 -2.72 -1.62
H -0.19 -1.62 -4.72
H -1.25 -0.58 -3.74
H -1.26 -2.34 -3.50
*
```


Entry 10:
This record from OMol25 describes a cluster of 3 separate species, C14H13F2N3O7 in total. The level of theory is the ωB97M-V functional and the def2-TZVPD basis.

Results
max |F|	0.1126	hartree/bohr
structure (SMILES)	Nc1cccc2ncc(O)nc12.O=C1OC[C@@H](F)O1.O=C1OC[C@@H](F)O1
E_tot	-38961.9586	eV
orbital gap	6.93	eV

Geometry as ORCA input:
```
! RIJCOSX wB97M-V def2-TZVPD def2/J DEFGRID3
* xyz 0 1
N 1.42 0.55 0.39
C 0.98 1.97 0.42
C 2.07 3.08 0.42
C 1.57 4.56 0.42
C 0.06 4.89 0.43
C -1.02 3.74 0.41
N -2.40 4.15 0.41
C -3.28 3.03 0.34
C -2.79 1.56 0.32
O -3.82 0.53 0.27
N -1.44 1.12 0.37
C -0.57 2.26 0.40
H 2.42 0.47 0.66
H 0.81 -0.03 0.98
H 3.19 2.89 0.44
H 2.30 5.43 0.40
H -0.29 5.99 0.44
H -4.40 3.23 0.31
H -4.03 0.44 -0.70
C -4.84 -2.74 -0.42
C -3.46 -2.86 -0.98
O -3.62 -3.81 -2.02
C -4.91 -3.67 -2.45
O -5.32 -4.11 -3.48
O -5.66 -2.96 -1.56
F -2.60 -3.36 -0.07
H -5.06 -3.50 0.34
H -5.03 -1.76 0.02
H -3.07 -1.93 -1.40
C 5.11 -2.32 -0.39
C 5.89 -2.53 0.87
O 5.84 -1.27 1.50
C 4.66 -0.71 1.10
O 4.15 0.23 1.63
O 4.15 -1.36 0.01
F 7.19 -2.82 0.59
H 5.72 -1.90 -1.20
H 4.63 -3.23 -0.75
H 5.47 -3.30 1.53
*
```


Entry 11:
This record from OMol25 describes a structure of composition C14H13F4IN5ORh. The level of theory is the ωB97M-V functional and the def2-TZVPD basis.

Results
max |F|	0.0536	hartree/bohr
E_tot	-46199.3865	eV
energy relative to the best compared isomer or geometry (same formula, charge and spin)	180.4	kJ/mol
orbital gap (spin up / spin down)	6.34 / 6.34	eV

Geometry as ORCA input:
```
! RIJCOSX wB97M-V def2-TZVPD def2/J DEFGRID3
* xyz 0 1
Rh -0.14 -1.26 -0.70
C -3.14 -0.88 0.24
N -2.34 -0.62 -0.96
C -2.95 -1.32 -2.10
C -2.24 0.82 -1.26
C -1.19 1.50 -0.40
N 0.07 0.82 -0.61
C 1.26 1.39 -0.28
C 2.47 0.77 -0.68
F 2.39 -0.38 -1.38
C 3.71 1.31 -0.42
F 4.81 0.68 -0.86
C 3.84 2.49 0.28
C 2.69 3.11 0.71
F 2.78 4.25 1.40
C 1.44 2.59 0.45
F 0.37 3.25 0.93
H -4.18 -0.56 0.07
H -2.74 -0.34 1.09
H -3.12 -1.94 0.46
H -3.95 -0.91 -2.31
H -3.06 -2.37 -1.87
H -2.34 -1.20 -2.99
H -3.21 1.30 -1.12
H -1.94 0.92 -2.30
H -1.48 1.50 0.65
H -1.14 2.55 -0.72
H 4.82 2.91 0.49
I -0.64 -3.98 -0.74
C 0.48 -2.73 -2.09
H 0.04 -2.79 -3.08
H 1.52 -3.01 -2.03
O 1.34 -1.69 0.89
N 1.67 -1.82 2.11
C 1.13 -1.22 3.14
C 0.05 -0.30 3.07
N -0.83 0.44 3.00
C 1.67 -1.52 4.43
N 2.07 -1.75 5.48
*
```


Entry 12:
This record from OMol25 describes a structure of composition C14H13N3PtS3. The level of theory is the ωB97M-V functional and the def2-TZVPD basis.

Results
max |F|	0.0635	hartree/bohr
E_tot	-54953.6582	eV
orbital gap	5.01	eV

Geometry as ORCA input:
```
! RIJCOSX wB97M-V def2-TZVPD def2/J DEFGRID3
* xyz 0 1
Pt -0.48 -0.71 -0.57
C -2.13 -4.78 0.96
C -1.49 -3.43 0.83
S -1.53 -2.76 -0.75
C -0.92 -2.75 1.88
C -0.84 -3.27 3.28
S -0.20 -1.20 1.66
H -2.51 -5.09 0.00
H -2.96 -4.75 1.67
H -1.41 -5.52 1.31
H -1.30 -4.25 3.39
H -1.34 -2.58 3.96
H 0.20 -3.33 3.60
N 1.04 2.95 -1.76
C 1.45 3.17 -0.47
C 2.11 4.24 0.10
C 2.39 4.15 1.46
C 2.02 3.04 2.21
C 1.35 1.97 1.64
C 1.07 2.03 0.28
N 0.44 1.15 -0.56
C 0.43 1.72 -1.79
C -0.16 1.05 -2.88
C -0.30 1.41 -4.22
S -1.12 0.15 -5.09
C -1.22 -0.76 -3.62
N -0.69 -0.18 -2.59
H 1.16 3.57 -2.54
H 2.40 5.10 -0.48
H 2.91 4.97 1.95
H 2.25 3.02 3.26
H 1.07 1.11 2.23
H 0.02 2.29 -4.73
H -1.70 -1.72 -3.61
*
```